Below is C60H43N4O3PZr as an isolated structure, with properties calculated with ωB97M-V with the def2-TZVPD basis set.

## Properties
Max |F| in eV/Å: 0.886
Net charge: 0
Spin multiplicity: 1
Lowest unoccupied orbital energy in eV: -1.5939
HOMO in eV: -5.63

Last column: natural (NBO) charge in e.
CARTESIAN COORDINATES (ANGSTROEM)
Zr: -1.37149 -0.21590 -0.05188  2.241
C: 3.50075 -3.06138 5.75213  -0.208
C: 2.11306 -3.01715 5.77475  -0.215
C: 1.40391 -2.77891 4.60655  -0.217
C: 2.06824 -2.59350 3.39350  0.029
C: 3.46534 -2.63209 3.38423  -0.202
C: 4.17628 -2.86013 4.55393  -0.201
C: 1.34314 -2.34133 2.12741  -0.085
C: 1.83572 -1.45351 1.20509  0.222
C: 1.48933 -1.50539 -0.22869  0.039
C: 1.31080 0.00839 -0.56130  -0.420
C: 1.81342 0.63279 0.71208  0.207
C: 1.57059 1.98524 1.10668  0.015
C: 2.64670 2.78522 1.77442  0.028
C: 3.16530 3.91317 1.14093  -0.241
C: 4.14873 4.68072 1.75230  -0.210
C: 4.63290 4.31983 3.00308  -0.217
C: 4.13182 3.18595 3.63236  -0.192
C: 3.14592 2.41902 3.02492  -0.226
C: 0.28568 2.46127 1.08646  0.130
N: -0.88680 1.69599 0.92303  -0.725
C: -1.95183 2.56035 1.11137  0.216
C: -3.31155 2.26079 1.00640  -0.097
C: -4.28496 3.39516 1.00273  0.039
C: -5.38687 3.39763 1.85731  -0.239
C: -6.31664 4.42946 1.82026  -0.198
C: -6.15738 5.48168 0.92611  -0.214
C: -5.06223 5.49358 0.07248  -0.209
C: -4.13868 4.45627 0.10814  -0.234
C: -3.82356 0.95510 0.88366  0.195
C: -5.13311 0.56046 0.45978  -0.253
C: -5.16280 -0.79805 0.40958  -0.165
C: -3.88609 -1.28191 0.83332  0.053
N: -3.07648 -0.17735 1.11788  -0.713
C: -3.45436 -2.58459 1.01534  0.086
C: -2.12383 -2.92343 1.38158  0.081
C: -1.82499 -4.08302 2.13723  -0.236
C: -0.50972 -4.00169 2.48981  -0.249
C: 0.02403 -2.83286 1.90403  0.143
N: -0.97390 -2.15293 1.21120  -0.670
C: -4.47076 -3.67894 1.01235  -0.110
C: -4.18956 -4.91260 0.42542  -0.190
C: -5.12306 -5.94000 0.44265  -0.215
C: -6.35519 -5.75446 1.05630  -0.198
C: -6.63924 -4.54003 1.66778  -0.232
C: -5.70227 -3.51514 1.65111  -0.134
C: -1.43984 3.86977 1.43890  -0.240
C: -0.09786 3.80262 1.44830  -0.184
N: 2.30064 -0.22118 1.58222  -0.389
H: 4.05385 -3.24870 6.66517  0.213
H: 1.57998 -3.15883 6.70845  0.214
H: 0.32374 -2.70373 4.64023  0.221
H: 3.98825 -2.49568 2.44382  0.226
H: 5.25915 -2.89046 4.52729  0.215
H: 0.78822 -2.27074 -0.50481  0.246
H: 0.44862 0.51643 -1.00192  0.236
H: 2.79706 4.18615 0.15685  0.217
H: 4.54006 5.55632 1.24710  0.215
H: 5.40126 4.91482 3.48160  0.214
H: 4.50817 2.89534 4.60693  0.215
H: 2.76343 1.53176 3.51243  0.238
H: -5.50534 2.58706 2.56886  0.219
H: -7.16611 4.41219 2.49270  0.215
H: -6.88457 6.28499 0.89185  0.216
H: -4.93046 6.30697 -0.63193  0.217
H: -3.30015 4.45503 -0.58060  0.223
H: -5.92759 1.24037 0.18741  0.241
H: -5.98755 -1.41803 0.08891  0.239
H: -2.53739 -4.84116 2.42386  0.234
H: 0.05806 -4.70168 3.08591  0.235
H: -3.22769 -5.06796 -0.04641  0.230
H: -4.88220 -6.89023 -0.02110  0.220
H: -7.08313 -6.55708 1.07288  0.218
H: -7.58642 -4.39333 2.17404  0.218
H: -5.91392 -2.58419 2.16646  0.213
H: -2.05077 4.72494 1.68329  0.240
H: 0.59597 4.59710 1.67889  0.240
O: -1.35074 1.29934 -1.66532  -0.738
C: -2.07384 0.46188 -2.30850  0.766
O: -2.90622 -0.21929 -1.59245  -0.752
C: -1.60242 -0.10433 -3.55868  -0.758
P: -0.68569 -1.55754 -2.59067  0.974
C: 0.90206 -1.63288 -3.24301  -0.710
C: 1.81346 -0.42328 -3.06798  -0.287
C: 2.90125 -0.51364 -4.12266  -0.254
C: 3.35147 -1.70231 -4.56699  -0.190
C: 2.71139 -2.94995 -4.22728  -0.400
C: 1.48729 -2.87510 -3.63641  -0.077
C: -1.67620 -2.91500 -3.29188  -0.356
C: -2.74774 -3.45575 -2.58750  -0.200
C: -3.56284 -4.42051 -3.17441  -0.165
C: -3.29803 -4.85586 -4.46336  -0.213
C: -2.23739 -4.30870 -5.17631  -0.212
C: -1.43538 -3.33487 -4.60079  -0.184
H: -0.89513 0.51077 -4.09722  0.257
H: -2.36950 -0.55249 -4.17824  0.260
H: 1.25434 0.51421 -3.21399  0.196
H: 3.35988 0.41042 -4.46401  0.197
H: 4.18794 -1.71665 -5.26362  0.202
H: 3.13314 -3.89943 -4.53374  0.205
H: 0.91546 -3.79080 -3.51281  0.191
H: -2.96792 -3.09408 -1.59457  0.218
H: -4.40597 -4.82371 -2.62645  0.209
H: -3.92093 -5.61858 -4.91729  0.214
H: -2.03895 -4.63528 -6.19050  0.218
H: -0.62115 -2.89061 -5.16100  0.242
C: 3.63676 0.61106 -1.58020  -0.660
C: 2.42254 -0.27353 -1.62883  0.369
O: 2.67480 -1.57783 -1.03093  -0.532
H: 4.43132 0.14921 -2.16595  0.249
H: 3.99126 0.74956 -0.55659  0.222
H: 3.40668 1.59151 -2.01219  0.216

Below is an isolated ion of composition C4H7N2 and charge +1 in a non-equilibrium geometry, with properties calculated with ωB97M-V with the def2-TZVPD basis set.

## Properties
Max |F| in eV/Å: 2.899
Net charge: +1
SMILES: [H]/N=C(/C)[N+]#CC
Spin multiplicity: 1
ΔE to the lowest compared entry with this formula, charge and spin in kJ/mol: 318.8
Lowest unoccupied orbital energy in eV: -4.3200
HOMO in eV: -16.07

Last column: natural (NBO) charge in e.
CARTESIAN COORDINATES (ANGSTROEM)
H: -2.87472 1.60314 -0.86383  0.429
N: -1.98116 1.92751 -0.77489  -0.498
C: -0.98349 1.55680 -0.28952  0.599
C: 0.28115 2.16852 0.00831  -0.733
N: -0.82195 -0.22079 -0.11148  -0.363
C: -0.21518 -1.11106 0.30994  0.569
C: 0.22472 -2.41995 0.67917  -0.764
H: 0.68059 1.68222 0.87495  0.260
H: 1.13392 1.93744 -0.69865  0.290
H: 0.09649 3.30486 0.07317  0.303
H: 0.14166 -2.62177 1.73579  0.304
H: 1.34237 -2.46249 0.67899  0.300
H: -0.26698 -3.07241 -0.03677  0.303

Below is C32H26BrLuN5S3 as an isolated structure in a non-equilibrium geometry, with properties calculated with ωB97M-V with the def2-TZVPD basis set.

## Properties
Max |F| in eV/Å: 1.303
Net charge: +3
Spin multiplicity: 1
Lowest unoccupied orbital energy in eV: -8.5462
HOMO in eV: -14.53

Last column: natural (NBO) charge in e.
CARTESIAN COORDINATES (ANGSTROEM)
Lu: -0.28030 0.39330 -0.15780  2.066
C: 5.93760 0.05430 0.12550  -0.650
C: 4.59970 0.10730 0.76900  -0.004
C: 4.47030 0.03680 2.15900  -0.086
C: 3.20820 -0.07370 2.72440  -0.241
C: 2.12860 -0.05170 1.87230  0.163
Br: 0.33610 -0.41390 2.53960  0.158
N: 2.18030 0.14510 0.54360  -0.625
C: 3.41920 0.20880 0.02120  0.081
H: 6.73610 0.04610 0.86280  0.252
H: 6.09500 0.89380 -0.54790  0.251
H: 6.03260 -0.85030 -0.47750  0.255
H: 5.33650 0.03920 2.80400  0.263
H: 3.06260 -0.18780 3.78770  0.271
H: 3.46500 0.33200 -1.05440  0.221
S: 1.83560 2.49840 -5.34790  0.427
C: 2.10390 2.89020 -6.98500  -0.346
C: 1.47830 2.03170 -7.84160  -0.239
C: 0.76630 1.02930 -7.17520  -0.162
C: 0.83670 1.12910 -5.80080  -0.278
C: 0.20150 0.29530 -4.82460  -0.056
C: 0.30610 0.60490 -3.45460  0.093
N: -0.25570 -0.09710 -2.47040  -0.663
C: -0.97770 -1.21500 -2.79690  0.214
C: -1.15670 -1.60140 -4.15630  -0.067
C: -1.94370 -2.76220 -4.45420  -0.162
C: -2.48310 -3.51480 -3.46990  -0.144
C: -2.29550 -3.17780 -2.09240  -0.076
C: -2.82320 -3.96440 -1.07290  -0.026
C: -2.63250 -3.61830 0.27240  -0.066
C: -1.90290 -2.43260 0.50570  0.116
N: -1.38180 -1.65300 -0.44150  -0.639
C: -1.55570 -2.01290 -1.75350  0.127
C: -3.15230 -4.38950 1.35950  -0.290
C: -2.99850 -4.18870 2.72590  -0.179
C: -3.66020 -5.14640 3.49710  -0.251
C: -4.31980 -6.07510 2.73600  -0.347
S: -4.13980 -5.80430 1.06960  0.504
C: -0.56160 -0.83320 -5.15580  -0.069
H: 2.71160 3.73890 -7.22900  0.264
H: 1.52950 2.12620 -8.91190  0.258
H: 0.21460 0.26910 -7.69480  0.232
H: 0.88490 1.47880 -3.16320  0.206
H: -2.08990 -3.03100 -5.48980  0.250
H: -3.06920 -4.39310 -3.69580  0.248
H: -3.38500 -4.85010 -1.32450  0.238
H: -1.73740 -2.11390 1.53040  0.205
H: -2.43010 -3.39130 3.17130  0.210
H: -3.65760 -5.16230 4.57170  0.251
H: -4.89910 -6.90740 3.08530  0.268
H: -0.68870 -1.12020 -6.18840  0.246
C: -5.42900 5.54140 1.97850  -0.680
C: -4.36680 4.99830 1.10730  0.350
C: -3.94900 5.58490 -0.07170  -0.299
C: -2.92900 4.98260 -0.82410  0.362
N: -2.35590 3.83600 -0.42240  -0.491
C: -2.76690 3.29110 0.69880  0.340
S: -2.07290 1.82510 1.26350  -0.367
N: -3.74430 3.84670 1.46630  -0.500
C: -2.46510 5.59210 -2.08510  -0.668
H: -5.82430 6.47130 1.57370  0.269
H: -5.04830 5.72930 2.98460  0.267
H: -6.25100 4.82960 2.08150  0.267
H: -4.41030 6.50110 -0.40820  0.264
H: -4.01240 3.37470 2.32890  0.452
H: -3.01320 6.50570 -2.29950  0.249
H: -2.59980 4.88960 -2.90740  0.258
H: -1.40100 5.81840 -2.02020  0.261

Number 1: gap between HOMO and LUMO 4.034 eV. Number 2: gap between HOMO and LUMO 11.751 eV. Number 3: gap between HOMO and LUMO 5.984 eV.